Record 1
109
Properties=species:S:1:pos:R:3:forces:R:3:mulliken_charge:R:1 method="wB97M-V/def2-TZVPD" relative_energy_kcal_mol=55.2 spin_multiplicity=1 largest_force_ev_per_a=1.482 e_homo_ev=-6.2 gap_ha=0.19042 mol_weight_g_mol=993.58
Sr 0.5641 0.7900 -0.4687 0.165 1.074 -1.008 1.84
C -2.3034 -0.4147 -5.9974 -0.098 0.056 -0.047 -0.69
C -3.3376 0.3354 -5.3938 0.051 -0.036 -0.039 -0.85
C -3.3483 0.5691 -4.0345 0.074 -0.047 -0.016 0.22
C -2.3090 0.0350 -3.2621 -0.061 0.080 -0.056 0.42
C -1.9747 0.1350 -1.8616 0.116 0.006 0.351 -1.46
N -2.5199 1.0563 -1.0110 -0.095 -0.017 0.123 -0.15
C -2.2030 1.5093 0.1809 0.157 -0.279 -0.086 -0.69
C -2.6580 2.8012 0.7194 -0.143 -0.024 -0.069 0.30
C -3.6810 3.6610 0.3518 0.052 0.088 0.069 -0.52
C -3.8099 4.8496 1.0577 -0.039 -0.024 -0.042 -0.65
C -2.9294 5.1810 2.0904 0.043 0.021 0.049 -0.74
C -1.8921 4.3300 2.4453 -0.064 -0.010 -0.077 -0.39
C -1.7771 3.1345 1.7542 0.127 0.059 0.162 0.21
C -0.8035 2.0274 1.8503 -0.205 -0.009 0.105 -0.52
N 0.3251 2.1014 2.6314 -0.149 0.000 0.102 -0.45
C 1.4610 1.4650 2.4652 -0.165 -0.119 -0.018 -0.10
N 1.8244 0.6485 1.4410 0.188 0.089 0.241 0.83
C 3.1136 0.2855 1.5062 -0.019 -0.148 0.052 -0.60
N 3.8073 -0.4316 0.6347 -0.058 -0.052 -0.111 -0.42
C 3.3043 -0.9619 -0.5215 0.029 0.005 0.358 -0.28
N 2.0643 -0.9303 -0.9685 0.143 -0.073 -0.131 0.48
C 1.9619 -1.5180 -2.2242 -0.173 -0.038 -0.016 -0.47
N 0.9297 -1.5562 -3.0188 -0.028 -0.043 0.033 -0.45
C -0.3332 -1.0465 -2.8108 -0.125 -0.029 0.059 -1.10
N -0.8504 -0.6110 -1.6559 0.007 -0.042 0.157 0.10
C -1.2740 -0.7191 -3.8662 0.102 -0.045 -0.210 0.55
C -1.2711 -0.9366 -5.2495 0.015 0.007 0.137 -0.18
C 3.3096 -2.0237 -2.5655 -0.006 -0.098 -0.094 -0.02
C 3.8010 -2.7030 -3.6685 -0.048 0.064 0.115 -0.21
C 5.1500 -3.0272 -3.6750 0.081 -0.024 -0.008 -0.64
C 5.9852 -2.6835 -2.6095 0.028 -0.036 -0.052 -0.69
C 5.4937 -2.0026 -1.5052 -0.129 0.032 -0.015 -0.08
C 4.1460 -1.6812 -1.5002 0.181 -0.040 0.043 -0.08
C 3.6718 0.8623 2.7627 0.130 -0.092 -0.014 -0.04
C 4.9199 0.7749 3.3476 -0.120 0.015 -0.037 -0.19
C 5.1132 1.4451 4.5514 0.065 0.007 0.048 -0.72
C 4.0884 2.1796 5.1425 -0.014 0.006 0.003 -0.64
C 2.8325 2.2676 4.5486 0.054 -0.041 -0.039 -0.20
C 2.6431 1.5988 3.3557 -0.026 0.009 0.124 0.01
N -1.1851 1.0589 1.0373 0.138 -0.101 -0.098 0.64
H -2.3283 -0.5810 -7.0672 -0.010 0.006 0.002 0.40
H -4.1367 0.7287 -6.0101 0.009 -0.011 -0.021 0.41
H -4.1393 1.1454 -3.5709 0.008 0.000 0.029 0.51
H -4.3572 3.4108 -0.4552 0.009 -0.030 -0.009 0.58
H -4.6086 5.5347 0.8018 0.008 0.015 0.016 0.45
H -3.0563 6.1175 2.6185 -0.017 0.003 -0.015 0.43
H -1.1940 4.5831 3.2322 0.007 -0.009 0.003 0.58
H -0.4717 -1.5016 -5.7112 0.006 -0.004 0.002 0.54
H 3.1498 -2.9664 -4.4911 -0.008 -0.001 -0.003 0.56
H 5.5654 -3.5573 -4.5228 0.015 0.001 0.009 0.41
H 7.0331 -2.9525 -2.6472 -0.006 -0.010 -0.023 0.41
H 6.1322 -1.7278 -0.6764 -0.011 0.008 0.012 0.58
H 5.7115 0.2047 2.8801 0.004 -0.004 -0.003 0.59
H 6.0789 1.3958 5.0384 -0.008 0.011 0.009 0.41
H 4.2708 2.6914 6.0786 0.025 -0.008 0.000 0.43
H 2.0325 2.8388 5.0006 -0.019 -0.006 -0.018 0.57
O 0.1382 -1.5897 0.9558 -0.175 -0.340 0.317 1.03
P -0.5206 -2.3573 2.0498 0.266 0.414 -0.349 1.75
C -1.7118 -1.3915 2.9943 -0.148 -0.011 0.017 0.32
C -3.0251 -1.2934 2.5334 0.058 -0.024 -0.034 -0.65
C -3.8996 -0.3838 3.1020 0.006 0.072 0.048 -0.86
C -3.4665 0.4373 4.1362 -0.053 0.010 -0.020 -0.50
C -2.1673 0.3372 4.6095 0.064 -0.027 -0.016 -0.80
C -1.2907 -0.5765 4.0403 0.016 0.024 0.043 -0.45
C -1.4304 -3.7531 1.3692 -0.045 -0.129 -0.057 0.22
C -1.4199 -3.8665 -0.0188 -0.038 -0.064 0.029 -0.27
C -2.1140 -4.9020 -0.6330 0.034 0.037 0.030 -0.69
C -2.8120 -5.8187 0.1368 -0.028 -0.039 -0.028 -0.59
C -2.8261 -5.7069 1.5223 -0.008 -0.009 -0.007 -0.75
C -2.1394 -4.6744 2.1379 0.023 0.027 0.005 -0.28
C 0.7137 -2.9448 3.2281 0.050 -0.013 0.047 0.17
C 0.4185 -3.4917 4.4748 -0.089 0.014 0.001 -0.29
C 1.4406 -3.8880 5.3209 0.042 -0.002 0.003 -0.79
C 2.7650 -3.7313 4.9287 0.023 -0.010 0.028 -0.56
C 3.0668 -3.1789 3.6935 -0.048 0.012 -0.028 -0.62
C 2.0422 -2.7866 2.8421 0.031 -0.037 0.019 -0.43
H -3.3542 -1.9158 1.7094 0.000 0.002 -0.002 0.39
H -4.9136 -0.3001 2.7326 0.004 -0.014 -0.011 0.41
H -4.1450 1.1611 4.5700 0.002 -0.003 0.003 0.40
H -1.8290 0.9827 5.4096 0.009 -0.003 0.004 0.38
H -0.2697 -0.6377 4.4004 0.001 0.005 -0.020 0.43
H -0.8755 -3.1307 -0.5979 0.008 0.021 -0.009 0.11
H -2.1093 -4.9884 -1.7118 0.003 0.007 0.000 0.48
H -3.3522 -6.6259 -0.3421 0.001 0.003 0.001 0.38
H -3.3762 -6.4233 2.1186 0.002 0.002 0.004 0.42
H -2.1659 -4.5847 3.2175 0.014 0.014 0.008 0.28
H -0.6109 -3.5866 4.8015 -0.004 -0.003 -0.021 0.32
H 1.2074 -4.3089 6.2904 0.000 -0.002 0.000 0.42
H 3.5629 -4.0367 5.5939 -0.003 0.003 0.001 0.38
H 4.0974 -3.0464 3.3904 0.002 0.004 -0.006 0.49
H 2.2569 -2.3455 1.8770 -0.003 -0.009 0.000 0.18
O 1.1034 2.0789 -3.1000 -0.295 -0.175 0.063 -0.42
C 0.1590 2.8654 -2.5876 0.144 0.166 -0.011 -0.05
O 0.2070 3.2190 -1.4278 -0.064 -0.046 0.047 -0.69
C -0.9441 3.2389 -3.5479 -0.061 0.048 -0.048 1.62
N -0.6959 2.6000 -4.8466 0.011 0.016 -0.043 -0.45
C -0.6292 3.6576 -5.8734 -0.010 -0.037 -0.003 -0.87
C -1.3840 4.8416 -5.2741 -0.001 0.001 0.013 -0.60
C -0.9898 4.7617 -3.7996 -0.027 -0.045 -0.024 -1.00
H -1.8775 2.8903 -3.0960 0.024 -0.018 -0.009 0.00
H -1.4240 1.9280 -5.0622 0.004 -0.010 0.031 0.05
H 0.7588 1.8803 -4.0184 0.077 0.047 -0.051 0.50
H -1.0474 3.2899 -6.8092 -0.006 0.022 -0.004 0.38
H 0.4138 3.9279 -6.0586 0.005 -0.006 0.013 0.35
H -2.4605 4.6925 -5.3868 -0.001 0.001 0.003 0.26
H -1.1195 5.7948 -5.7304 -0.006 -0.003 -0.009 0.45
H -1.6822 5.2551 -3.1219 -0.006 0.013 -0.008 0.38
H -0.0039 5.2063 -3.6463 0.008 -0.022 0.000 0.38


Record 2
119
Properties=species:S:1:pos:R:3:forces:R:3:mulliken_charge:R:1 method="wB97M-V/def2-TZVPD" relative_energy_kcal_mol=0.0 spin_multiplicity=6 total_charge=+1 largest_force_ev_per_a=2.178 s_squared=8.78 e_homo_ev="-9.3 / -9.3" gap_ha="0.23598 / 0.18321" mol_weight_g_mol=1367.61
Ru 0.3561 -0.3833 0.1321 0.610 0.801 1.558 1.27
Cl -1.9792 1.4644 0.0408 -0.641 0.046 0.079 0.10
C -3.1940 0.1757 0.1203 0.157 0.035 0.087 -0.78
Cl -2.3361 -1.3482 -0.1432 -0.494 -0.441 0.146 0.25
H -3.9277 0.3065 -0.6728 0.122 0.004 0.105 0.43
H -3.6520 0.1583 1.1077 0.114 0.033 -0.145 0.47
Cl 3.4751 -1.8633 3.0227 0.076 -0.305 0.024 -0.09
C 2.6170 -3.3563 3.1357 -0.280 -0.193 -0.049 1.41
C 3.2043 -4.5135 2.6504 0.046 0.108 0.088 -0.92
C 2.5116 -5.7086 2.6747 -0.042 -0.010 0.075 -0.58
C 1.2164 -5.7600 3.1615 0.070 0.101 0.088 -0.52
C 0.6256 -4.6009 3.6301 0.485 0.025 0.156 0.67
Cl -0.9983 -4.6384 4.2099 -0.236 -0.088 -0.008 -0.17
C 1.3131 -3.3790 3.6601 0.084 -0.085 -0.040 -1.47
N 0.6784 -2.2490 4.1578 -0.700 -0.123 -0.528 0.24
C 1.2670 -1.3433 4.9996 0.379 0.551 1.001 0.65
C 2.2763 -1.7941 5.8661 -0.350 0.174 -0.116 -0.35
C 2.8649 -0.9456 6.7734 -0.031 0.236 -0.050 -0.81
C 2.4667 0.3845 6.8309 0.089 0.043 0.058 -1.03
C 1.4634 0.8381 5.9911 0.235 -0.174 0.159 -0.73
C 0.8337 -0.0016 5.0842 0.303 -0.447 -0.097 0.77
C -0.3137 0.5397 4.2719 -0.121 -0.128 -0.411 -1.87
C -0.1818 0.2742 2.7742 -0.503 0.172 1.161 0.62
O 0.3000 1.1455 2.0264 0.501 -0.024 -1.074 0.17
O -0.6074 -0.8219 2.3242 0.016 -0.173 -1.255 -0.61
H 4.2059 -4.4623 2.2550 0.129 0.001 -0.044 0.50
H 2.9801 -6.6046 2.3054 0.070 -0.166 -0.061 0.43
H 0.6772 -6.6934 3.1843 -0.122 -0.057 -0.005 0.49
H -0.1715 -1.9597 3.6712 0.429 -0.265 0.217 0.17
H 2.5611 -2.8348 5.8205 0.067 -0.079 0.037 0.45
H 3.6303 -1.3183 7.4383 0.051 -0.004 0.043 0.43
H 2.9283 1.0572 7.5369 0.029 0.085 0.061 0.42
H 1.1526 1.8710 6.0520 -0.102 0.124 0.007 0.50
H -0.3807 1.6199 4.4122 -0.028 -0.099 0.065 0.53
H -1.2490 0.0794 4.6090 -0.019 0.074 -0.076 0.41
O 1.0451 1.7337 -0.7720 -0.381 -1.463 0.009 2.25
As 1.2580 3.2584 -0.1782 0.292 2.158 0.006 0.66
C 2.0161 4.2047 -1.7036 -0.033 -0.151 0.319 0.16
C 2.4721 5.5111 -1.5750 -0.088 -0.028 0.215 -0.40
C 3.0344 6.1534 -2.6646 0.017 0.075 0.047 -0.76
C 3.1337 5.5001 -3.8842 -0.008 0.012 -0.006 -0.64
C 2.6568 4.2074 -4.0200 0.006 0.025 -0.019 -0.70
C 2.0982 3.5617 -2.9301 -0.167 -0.441 0.171 -0.30
C -0.4091 4.2141 0.1198 0.362 -0.198 -0.017 0.69
C -0.6657 4.9543 1.2632 0.190 -0.082 0.147 -0.42
C -1.8335 5.6958 1.3513 -0.003 0.037 0.098 -0.81
C -2.7387 5.7030 0.3041 0.014 -0.026 0.014 -0.67
C -2.4721 4.9782 -0.8471 0.028 -0.022 -0.081 -0.71
C -1.3060 4.2414 -0.9423 0.237 -0.155 -0.238 -0.39
C 2.4943 3.5400 1.2939 -0.319 0.095 -0.343 0.17
C 3.8132 3.8489 0.9840 0.022 0.024 -0.489 -0.56
C 4.7378 4.0405 1.9950 0.048 -0.037 -0.006 -0.89
C 4.3463 3.9046 3.3166 0.101 -0.007 -0.065 -0.74
C 3.0364 3.5828 3.6247 -0.061 0.054 0.057 -0.99
C 2.1052 3.4112 2.6176 -0.347 -0.021 0.091 -0.17
H 2.3957 6.0129 -0.6158 0.053 0.070 -0.064 0.47
H 3.4061 7.1614 -2.5615 0.009 0.097 0.015 0.42
H 3.5823 6.0023 -4.7281 0.027 0.042 -0.066 0.42
H 2.7263 3.6960 -4.9675 -0.009 -0.044 -0.116 0.54
H 1.7246 2.5438 -3.0194 0.098 0.118 -0.039 0.05
H 0.0456 4.9597 2.0789 -0.050 0.059 0.005 0.43
H -2.0293 6.2771 2.2390 -0.028 0.040 0.096 0.44
H -3.6486 6.2788 0.3812 -0.060 0.063 -0.002 0.42
H -3.1668 4.9976 -1.6723 -0.070 -0.008 -0.093 0.45
H -1.0765 3.6705 -1.8403 -0.112 0.131 0.029 0.45
H 4.1175 3.9274 -0.0563 0.039 0.050 0.137 0.49
H 5.7630 4.2793 1.7487 0.019 0.008 -0.006 0.43
H 5.0704 4.0345 4.1056 0.065 0.018 0.097 0.43
H 2.7456 3.4494 4.6549 -0.062 -0.007 0.096 0.36
H 1.0898 3.1213 2.8509 0.093 0.010 0.072 0.28
N 2.5559 -5.2941 -1.5300 0.416 -0.152 -0.233 -0.32
C 1.6405 -4.7401 -0.7139 -0.665 0.468 0.370 -0.18
C 1.5580 -3.3415 -0.5188 0.418 -0.352 -0.193 -1.39
N 0.5726 -2.8083 0.1756 -0.165 0.214 -0.117 2.96
C -0.3103 -3.6275 0.7465 -0.342 -0.191 0.107 -0.87
C -0.2007 -5.0015 0.5869 -0.051 0.459 -0.119 -1.62
N 0.7456 -5.5514 -0.1468 0.324 -0.216 -0.390 -0.55
H 3.3339 -4.7640 -1.8794 -0.021 0.029 0.017 0.18
H 2.6006 -6.2971 -1.5676 0.035 -0.035 0.030 0.28
H 2.2973 -2.6762 -0.9403 0.042 0.064 -0.044 0.44
H -1.0934 -3.1926 1.3441 -0.080 0.078 0.090 0.68
H -0.9048 -5.6775 1.0487 -0.130 0.030 0.138 0.67
O 3.3892 0.8624 2.0583 0.303 -0.034 -1.030 -0.31
S 3.2683 0.5370 0.6370 -0.046 -0.723 1.340 0.21
N 2.3503 -0.6315 0.3421 -0.403 0.638 -0.256 -0.87
F -0.4703 1.0358 -8.8640 0.008 0.019 0.106 -0.33
C -0.3553 0.8553 -7.5404 0.034 0.000 0.134 0.24
C 0.8778 0.5249 -7.0086 -0.142 0.073 -0.256 -0.80
C 0.9795 0.3037 -5.6481 0.154 -0.029 0.164 -0.27
C -0.1369 0.4005 -4.8334 -0.071 0.255 0.796 0.53
C -1.3463 0.7969 -5.3782 -0.115 0.047 0.076 -0.55
C -1.4700 1.0164 -6.7376 0.008 0.023 -0.229 -0.73
Sb -0.0336 -0.2427 -2.7444 0.264 -1.069 -1.459 -0.35
C 1.8569 -1.1943 -3.1476 -0.567 0.154 0.267 0.33
C 1.9448 -2.3499 -3.9139 0.019 0.095 0.075 0.08
C 3.1748 -2.9436 -4.1409 0.155 -0.065 -0.074 -1.22
C 4.3114 -2.3345 -3.6345 -0.084 -0.011 0.071 0.38
F 5.5085 -2.9071 -3.8539 -0.139 0.066 0.024 -0.38
C 4.2511 -1.1588 -2.9071 0.161 -0.086 -0.098 -0.69
C 3.0103 -0.5949 -2.6618 -0.011 -0.029 -0.005 -0.53
C -1.3887 -1.9122 -3.0304 0.533 0.479 0.069 1.05
C -2.7157 -1.6308 -3.3257 0.187 0.017 -0.140 -0.59
C -3.6675 -2.6310 -3.3399 -0.187 -0.140 -0.010 -0.97
C -3.2802 -3.9211 -3.0243 0.120 0.080 0.093 0.11
F -4.2002 -4.8984 -3.0155 0.073 0.090 -0.016 -0.34
C -1.9727 -4.2219 -2.6891 -0.295 -0.186 -0.012 -0.74
C -1.0316 -3.2088 -2.6964 0.066 0.077 -0.075 0.17
H 1.7363 0.4325 -7.6538 0.089 0.001 -0.107 0.51
H 1.9407 0.0402 -5.2327 0.056 -0.026 -0.055 0.53
H -2.2099 0.9337 -4.7449 -0.127 0.035 -0.032 0.34
H -2.4118 1.3024 -7.1775 -0.097 0.035 -0.072 0.47
H 1.0511 -2.7750 -4.3485 0.004 -0.140 -0.025 0.53
H 3.2587 -3.8577 -4.7090 0.058 -0.052 -0.096 0.45
H 5.1605 -0.7045 -2.5472 0.125 0.033 0.044 0.51
H 2.9403 0.3128 -2.0752 0.045 0.019 -0.065 0.37
H -3.0154 -0.6128 -3.5341 -0.148 0.029 -0.064 0.22
H -4.6982 -2.4198 -3.5741 -0.151 -0.029 -0.044 0.50
H -1.7088 -5.2299 -2.4153 0.038 -0.189 -0.006 0.57
H -0.0097 -3.4363 -2.4297 -0.011 -0.101 -0.016 -0.05